Molecular formula: C19H60N10O11
Method: DFT, wB97M-V/def2-TZVPD

The geometry in XYZ format:
```
100
Properties=species:S:1:pos:R:3:forces:R:3
C 3.332078 0.823288 -1.736409 -0.0043 1.3514 -0.8500
O 3.018954 -0.306078 -1.019710 0.9373 0.4742 1.7853
H 3.275252 0.519144 -2.756973 -0.0777 0.3916 -1.3615
H 4.338774 1.205946 -1.604917 0.4522 -0.3484 0.4567
H 2.706636 1.744254 -1.591961 -0.1218 -1.0788 0.2887
H 2.753562 -1.018769 -1.584825 -0.2468 -0.3388 -0.5820
C 0.919560 2.678675 3.815595 0.1030 3.3894 -0.2090
O -0.270609 2.395959 3.141215 -0.3838 -0.9010 -0.5631
H 1.396686 1.830748 4.191338 0.7345 -1.4507 0.1929
H 0.636292 3.348401 4.608363 0.1000 0.1398 1.1073
H 1.610826 3.333106 3.239840 -0.1768 -1.0561 -0.1258
H -0.499786 3.121889 2.573859 -0.2334 0.3189 -0.4753
C -1.237587 -3.730807 2.310542 1.6061 -10.6229 -5.8299
O -1.576568 -4.931056 1.831466 -0.2884 4.1729 3.4954
N -0.201122 -3.409300 3.030893 5.2948 -5.0199 14.0565
N -0.858405 -2.810737 1.478411 -6.7453 6.3632 -8.5736
H 0.225355 -4.288742 3.633896 -1.4458 1.5852 -1.3301
H -0.604576 -2.953267 3.894022 1.2610 0.1726 -1.1259
H -1.391830 -3.034438 0.646928 0.0685 0.2026 -1.2857
H -1.579387 -2.125089 1.800764 1.1484 1.5924 -0.3697
C 1.389776 0.051913 1.926766 11.1425 2.2601 -2.4790
O 2.481761 0.831923 1.785943 -4.7264 -0.1317 2.4215
N 1.266515 -0.813017 0.965965 -2.6275 1.2861 -12.8445
N 1.139310 -0.880788 2.780195 -1.3516 -0.1748 14.9503
H 0.451073 -0.409600 0.337476 1.5961 -1.9712 0.5989
H 2.077249 -0.481160 0.370348 -1.4324 -0.6315 -0.1597
H 0.388601 -0.375950 3.396114 0.6342 -1.5119 -0.8362
H 1.822471 -0.787064 3.675195 -1.0387 0.1532 -1.7973
C -2.920699 -0.787745 -3.425493 -0.9358 2.0306 7.4921
O -3.220678 -0.520970 -2.029666 1.6120 -1.6746 -8.2021
N -2.117506 -1.667780 -3.970225 2.5586 -3.0995 1.7751
N -3.324901 0.003064 -4.402076 -0.6696 0.9627 -1.5567
H -1.405658 -2.162479 -3.359569 -1.0332 0.4732 -0.8639
H -2.262287 -1.782290 -4.961931 0.7725 -0.7080 0.3506
H -4.047084 0.585734 -4.075831 -1.1124 1.1513 -0.6723
H -3.042379 -0.225162 -5.392428 -1.1475 1.0352 1.7870
C -1.506650 -0.874115 4.255744 -5.8647 -2.9484 -4.7630
O -2.442725 -1.019956 3.239318 4.6624 1.0920 5.5007
N -1.219137 -1.931854 5.042737 1.1919 -0.1788 4.6097
N -0.679441 0.114030 4.380284 -1.9202 5.5242 -1.9437
H -1.920244 -2.627408 5.275707 -0.1498 0.3892 -0.4426
H -0.536566 -1.785771 5.903851 -1.9587 -0.2843 -2.5978
H -0.953572 1.046581 3.827918 0.7819 -2.2243 1.0266
H -0.213338 0.340658 5.207281 0.6611 -0.1484 1.5658
C 1.005635 -2.637984 -1.993853 -8.5807 -0.8723 2.0341
O -0.246921 -2.267241 -1.595698 5.7466 -1.3829 -2.2356
N 1.395836 -3.892799 -1.717973 -0.7088 -3.5494 0.0672
N 1.727488 -1.903726 -2.806890 0.5502 2.5466 -0.5981
H 0.622789 -4.689990 -1.526324 2.3674 3.1757 -0.2607
H 2.221602 -4.269887 -2.206858 -0.6582 0.4071 0.5730
H 1.329986 -1.039891 -3.163658 -0.4801 -0.0177 0.3867
H 2.361175 -2.265502 -3.449116 1.2684 -1.2526 -0.8238
C -0.078624 1.350669 -6.122710 1.2392 -1.0075 -0.2227
C 0.699834 1.221401 -4.797164 3.0899 6.5285 -3.6204
C 0.722237 2.526687 -4.004195 0.7414 1.7613 -3.9311
O 0.342541 0.362690 -3.951436 -2.0851 -7.1990 4.3983
H -0.013246 0.454860 -6.754755 0.1800 -0.0490 0.2936
H 0.201343 2.176586 -6.771669 0.3689 0.1684 0.3406
H -1.090072 1.477953 -5.905681 -1.9923 0.3428 0.4779
H 1.747247 1.020545 -5.008302 0.4136 0.0638 -0.5709
H -0.187371 2.889578 -3.603604 -1.2334 -0.0287 0.3488
H 1.043924 3.221110 -4.797715 -0.2809 0.6962 0.4142
H 1.496442 2.623005 -3.316863 1.2300 -0.5082 1.5412
H -0.587716 0.253871 -3.984513 -1.7040 -0.6200 0.5051
C 4.223348 5.233944 3.043425 -1.2454 -0.6730 1.3708
C 4.485288 3.794364 2.548749 -5.2463 1.4247 -0.3795
C 3.911368 3.696585 1.137928 0.3745 1.0611 -0.5766
O 5.691042 3.351330 2.671103 7.1045 -0.7753 -0.7686
H 3.130680 5.445981 3.025972 0.6140 -0.0620 -0.3049
H 4.755642 6.078305 2.644511 0.3692 -0.0632 -1.0852
H 4.472099 5.298642 4.082984 0.1901 -0.1064 1.0076
H 3.987666 3.003778 3.102867 -1.9108 0.7188 0.5376
H 3.788414 4.701543 0.636675 0.2702 -1.0294 0.4616
H 2.955367 3.216981 1.214908 -0.5757 -0.2430 -0.2355
H 4.556168 3.060326 0.552389 0.1221 -0.2122 -0.3919
H 5.845182 2.844000 3.459024 -0.0792 -0.0871 0.2917
C -1.827510 0.907448 0.621411 -0.8983 -2.2519 0.4494
C -0.940827 1.326955 -0.499673 -4.3358 6.2226 3.3195
C -0.046126 2.501968 -0.211688 -3.0174 3.4469 -0.2204
O -0.233091 0.429170 -0.977003 5.6959 -7.7961 -3.5645
H -2.349823 -0.075413 0.373182 0.1230 1.4690 -0.3895
H -2.586656 1.708146 0.826321 0.8775 -0.9005 0.4266
H -1.232348 0.456602 1.443366 -0.3399 1.2504 0.2585
H -1.531209 1.566440 -1.322850 -2.4710 1.7428 -1.0815
H 0.783114 2.335713 0.373402 2.1973 -1.0028 0.9937
H -0.612911 3.285154 0.383853 0.3275 -0.4577 -0.7699
H 0.175308 2.989201 -1.183577 0.3942 -0.1635 0.6008
H 0.148276 0.824302 -1.759124 0.7924 -0.7738 -0.5360
C -4.594337 -4.595717 -0.539030 2.8992 -0.6871 2.1173
C -4.170837 -3.140823 -0.252248 -8.8298 -0.1108 1.2767
C -4.485073 -2.619481 1.208216 -0.1065 1.1979 -0.8462
O -2.966235 -2.892908 -0.397565 9.1698 0.7497 -1.9239
H -5.555962 -4.671481 -0.192407 -2.6612 -0.5240 0.4970
H -3.972932 -5.356625 0.081335 -0.7643 1.4168 -0.8049
H -4.507417 -4.918082 -1.547932 0.0089 0.0858 -1.1180
H -4.654138 -2.474512 -1.083338 -0.8830 -0.7736 1.6035
H -5.523792 -2.547325 1.452564 -0.9412 -0.8607 0.2095
H -4.284704 -1.517510 1.215201 0.6071 -0.8644 -0.1139
H -3.903105 -3.086233 2.029196 -0.3409 0.0081 -0.7778
H -2.842051 -3.006622 -1.339130 1.4109 0.4132 -0.2710
```
Positions in Å, forces in eV/Å.

Results
lowest unoccupied orbital energy: 0.00 eV
HOMO level: -6.32 eV

Molecular formula: C2H3Br2NO
Method: DFT, wB97M-V/def2-TZVPD

The geometry in XYZ format:
```
9
Properties=species:S:1:pos:R:3:forces:R:3
C -0.611431 1.019056 0.062320 2.7270 0.9697 0.5504
C -1.380331 -0.148272 -0.122431 -1.0126 -0.8227 -0.3885
N 2.077517 -0.226117 0.606118 -1.2095 0.6473 0.7642
O -0.373804 2.134516 0.258318 -0.8877 -0.3980 -0.2016
Br 3.486282 0.500037 -0.315525 0.3208 0.1028 -0.5067
Br 1.507617 -1.855781 -0.033793 0.1759 -0.7160 -0.3942
H -2.355442 0.076920 -0.561877 -0.1269 -0.0147 -0.0107
H -1.509728 -0.622596 0.849927 -0.0003 0.0514 0.1259
H -0.840678 -0.877760 -0.743055 0.0133 0.1802 0.0613
```
Positions in Å, forces in eV/Å.

Results
lowest unoccupied orbital energy (alpha / beta): 0.02 / -1.22 eV
HOMO level (alpha / beta): -8.40 / -6.62 eV

Molecular formula: C3H5ClN2O
Method: DFT, wB97M-V/def2-TZVPD

The geometry in XYZ format:
```
12
Properties=species:S:1:pos:R:3:forces:R:3
H -1.397453 -0.868610 2.216628 -0.1430 0.1600 -0.0832
N -1.905160 -0.192090 1.636479 0.5215 -0.0469 -0.3083
C -1.171686 0.183232 0.674868 -0.6054 0.4343 -0.2135
N 0.165695 -0.183550 0.433992 -0.4519 0.3128 -0.1737
O 0.561458 -1.283011 1.187221 0.4776 0.0067 0.3764
C 0.671632 -0.243690 -0.871101 0.0686 0.1689 -0.6682
C 0.806992 0.785756 -1.713790 0.1565 -0.6090 -0.0092
Cl 0.431528 2.422773 -1.320500 -0.0099 -0.0288 0.0144
H -1.554668 0.900014 -0.081758 0.3514 -0.5004 0.5103
H 1.245913 -0.908415 1.763464 -0.1224 -0.3116 -0.0249
H 0.964331 -1.246601 -1.195510 -0.0467 0.3443 0.0763
H 1.181419 0.634193 -2.729992 -0.1962 0.0699 0.5038
```
Positions in Å, forces in eV/Å.

Results
lowest unoccupied orbital energy: 0.64 eV
HOMO level: -9.00 eV
SMILES: [H]/N=C\N(O)/C=C\Cl

Per-record energy above the lowest of the compared OMol25 structures with the same formula, charge and spin, kcal/mol: 572.6; 73.5; 68.8